The following is a DFT calculation (ωB97M-V/def2-TZVPD) of C29H38CuN4OP2 as an isolated structure.

Calculated values
**LUMO energy (spin up / spin down)**: 0.1 / 0.0 eV
**Maximum force**: 4.05 eV/A
**HOMO-LUMO gap (spin up / spin down)**: 6.481 / 7.747 eV
**HOMO level (spin up / spin down)**: -6.3 / -7.8 eV
**2S+1**: 2
**ΔE to the lowest compared entry with this formula, charge and spin**: 0.000 eV
**Net charge**: 0

```
75
Properties=species:S:1:pos:R:3:forces:R:3
Cu -0.353581 -0.651529 5.445260 0.4 1.3 -0.1
C -1.229332 1.830775 4.544739 -0.7 -1.7 0.2
C -1.359147 0.612424 3.901693 -1.5 2.1 -0.7
C -0.907295 0.529281 2.442974 0.4 -0.6 0.2
C 0.412904 -0.193554 2.214274 0.1 0.0 -0.3
C 1.585140 0.206232 3.063521 0.4 1.1 0.2
C 1.771515 1.366067 3.722248 0.4 -1.4 -0.3
C 1.031815 2.631739 3.513035 -0.1 0.6 0.1
C -0.253823 2.910262 4.310657 0.7 0.4 -0.2
C 0.975829 -1.766330 6.292569 0.0 -0.4 0.3
H -1.961524 2.108003 5.319050 0.3 -0.5 -0.1
H -2.347989 0.135135 4.049590 0.6 -0.1 0.4
H -0.887338 1.515509 1.975379 0.0 0.1 0.3
H -1.674727 -0.024509 1.887119 0.1 0.0 0.2
H 0.258560 -1.253923 2.422429 -0.1 -0.1 -0.1
H 0.625657 -0.109263 1.139850 0.3 -0.2 0.0
H 2.405965 -0.505395 3.079855 -0.3 -0.3 0.4
H 2.592799 1.443235 4.435528 0.0 -0.2 -0.4
H 0.873074 2.786765 2.448068 -0.2 -0.1 -0.1
H 1.726469 3.421464 3.813421 -0.1 0.1 -0.1
H 0.043080 3.299236 5.296189 -0.2 0.0 -0.2
H -0.741048 3.734359 3.764479 -0.2 -0.1 0.4
H 0.694741 -1.760217 7.358788 0.2 -0.4 -0.2
H 1.975174 -1.319846 6.212464 -0.3 0.0 -0.2
H 0.984997 -2.777651 5.888652 0.0 -0.2 0.2
P 1.332689 -1.286455 -2.615189 2.8 -0.2 -2.9
P -1.767440 -0.779756 -2.260606 -1.7 1.7 -1.9
N 2.740795 -0.257266 -2.710052 0.3 0.4 0.7
N 2.072131 -2.503576 -3.793229 -0.5 -0.6 0.9
N -2.010460 0.972858 -2.193894 0.4 -0.1 0.7
N -3.372240 -1.154958 -2.854714 -0.4 -0.8 -0.1
C 0.454228 -0.400481 -3.963132 -0.8 -0.1 -0.5
C -1.044992 -0.725326 -3.961396 0.4 -0.2 -0.3
C 3.226138 0.402028 -1.587944 0.5 0.3 -0.9
C 4.259538 1.228008 -1.986727 -0.8 -0.8 -0.3
C 4.423636 1.068629 -3.398407 -0.9 -0.7 0.6
C 3.476867 0.164272 -3.817510 0.0 0.3 0.6
C 2.225802 -3.820719 -3.389079 0.1 -0.2 -0.7
C 2.655113 -4.589854 -4.459608 -0.2 0.6 0.4
C 2.794933 -3.713643 -5.579986 -0.3 0.6 1.1
C 2.459627 -2.450371 -5.130486 -0.3 -0.5 -0.2
C -1.809247 1.631115 -0.985907 -0.3 0.7 -0.7
C -1.912910 2.992663 -1.206339 0.0 -1.1 -0.2
C -2.176891 3.185296 -2.594468 0.0 -1.2 0.3
C -2.243595 1.937191 -3.173856 0.2 0.3 0.4
C -4.220849 -0.434679 -3.697518 -0.2 -0.9 0.2
C -5.304499 -1.225724 -4.014053 1.1 -0.2 0.8
C -5.099843 -2.498406 -3.382417 0.8 0.7 0.1
C -3.900959 -2.437806 -2.705165 -0.5 0.8 -0.4
H 0.879317 -0.827180 -4.880992 -0.2 0.6 0.2
H 0.629345 0.687384 -3.968544 0.0 -0.4 0.4
H -1.571427 0.033378 -4.568007 0.1 -0.7 0.3
H -1.227556 -1.717259 -4.411397 0.0 0.3 0.2
H 2.761806 0.205161 -0.634605 0.2 0.1 0.1
H 4.825303 1.853900 -1.349950 0.4 0.4 0.5
H 5.146410 1.533733 -4.027930 0.3 0.2 -0.2
H 3.276499 -0.206667 -4.805475 0.1 0.2 0.2
H 2.028590 -4.081420 -2.357427 0.0 -0.1 -0.2
H 2.858471 -5.645604 -4.442033 0.0 -0.1 0.1
H 3.096753 -3.951745 -6.586984 0.1 0.0 0.1
H 2.503487 -1.532663 -5.692627 -0.2 -0.2 0.0
H -1.661420 1.043123 -0.093786 0.1 0.2 0.0
H -1.828402 3.744761 -0.460304 0.1 0.4 0.4
H -2.310335 4.110668 -3.106941 -0.1 0.4 -0.2
H -2.506870 1.684990 -4.190563 0.3 0.1 0.2
H -3.976492 0.554552 -4.026450 -0.2 0.0 0.2
H -6.142915 -0.918752 -4.600693 -0.2 0.0 -0.2
H -5.751785 -3.336997 -3.420095 -0.3 -0.5 0.0
H -3.333243 -3.172971 -2.160157 -0.2 -0.1 0.2
C -0.569211 1.055067 8.061123 -0.2 0.0 0.3
C 0.343923 0.732852 6.919257 1.0 0.8 -1.6
O 1.416103 1.248758 6.681495 -1.3 -0.4 1.0
H -0.767671 2.128730 8.098092 0.1 0.0 -0.1
H -0.102033 0.778064 9.003512 0.0 -0.1 0.2
H -1.516110 0.524805 7.941333 0.1 0.0 0.1
```
Forces are in eV/Å.